The following is a DFT calculation (the ωB97M-V functional and the def2-TZVPD basis) of C3H6O2 in the gas phase.

Last column: natural (NBO) charge in e.
Element x y z (Å)
C1 -1.36259 0.70725 0.56146  -0.25
O1 -0.79016 -0.35948 -0.17354  -0.54
C2 0.51643 -0.83699 0.05580  -0.15
C3 1.42955 -0.14906 -0.95072  0.42
O2 2.01859 0.87547 -0.70543  -0.50
H1 -2.29732 0.33594 1.00133  0.18
H2 -0.73890 1.11528 1.36842  0.18
H3 -1.61722 1.52403 -0.12443  0.18
H4 0.48237 -1.91603 -0.14686  0.19
H5 0.89596 -0.68215 1.07623  0.19
H6 1.46329 -0.61425 -1.96225  0.11

Output
- SMILES string = COCC=O
- energy (eV) = -7301.760
- energy above the lowest of the compared OMol25 structures with the same formula, charge and spin (eV) = 1.918
- charge = 0